Formula: C3H5N3O
Source: the OMol25 dataset
Level of theory: the ωB97M-V functional and the def2-TZVPD basis

Geometry as ORCA input:
```
! wB97M-V def2-TZVPD RIJCOSX def2/J DEFGRID3
* xyz 0 1
O -2.094 1.047 0.231
N 0.505 0.460 -0.630
N 1.879 0.327 -0.258
N -0.414 -1.286 0.861
C 2.325 -0.603 0.517
C -1.885 -0.269 -0.014
C -0.151 -0.410 0.050
H -2.011 -0.599 -1.050
H -2.467 -0.875 0.675
H 2.397 1.089 -0.687
H 3.406 -0.436 0.645
H -1.491 1.556 -0.340
*
```

Results
**Highest occupied orbital energy**: -8.71 eV
**ΔE to the lowest compared entry with this formula, charge and spin**: 696.11 kJ/mol
**Frontier orbital gap**: 8.66 eV